[1]
Here is a structure of composition C21H9CuF5NO4S3 at a distorted geometry from the Open Molecules 2025 dataset. Energies are from ωB97M-V/def2-TZVPD.

```
44
Properties=species:S:1:pos:R:3:nbo_charge:R:1
Cu 1.48085 1.21948 0.86227 0.816
F 0.07816 -5.48816 -1.12300 -0.310
C 0.16642 -4.32113 -0.52642 0.216
C 1.33887 -3.55741 -0.73808 0.264
F 2.30218 -4.03823 -1.56319 -0.311
C 1.51730 -2.39010 0.01253 0.315
F 2.69970 -1.72922 -0.08015 -0.298
C 0.54666 -1.91486 0.91377 -0.267
S 0.75375 -0.55620 1.96133 -0.441
C -0.64991 -2.66420 1.02237 0.290
F -1.62213 -2.25536 1.87350 -0.316
C -0.83702 -3.87184 0.35777 0.280
F -1.92731 -4.62227 0.53551 -0.323
S 2.85251 4.39674 0.59394 -0.259
C 1.56085 3.96772 1.52665 -0.075
N 0.88517 2.83028 1.76763 -0.686
C -0.23139 3.00533 2.59247 0.167
C -1.29817 2.09470 2.88622 -0.250
C -2.25737 2.45889 3.81820 -0.225
C -2.24511 3.71993 4.44402 -0.275
C -1.23876 4.63491 4.07377 -0.226
C -0.31544 4.33662 3.09022 -0.272
S 0.91038 5.35141 2.47019 0.297
H -1.34726 1.09839 2.43107 0.256
H -3.07072 1.74769 3.98073 0.196
H -2.95275 4.00380 5.24137 0.192
H -1.19927 5.61006 4.54908 0.191
O 3.77032 0.77936 -2.44033 -0.729
C 2.72631 0.79941 -1.79386 0.775
O 2.54369 1.33863 -0.68226 -0.818
C 1.53112 0.10828 -2.47570 -0.127
C 1.84164 -0.80724 -3.51219 -0.189
C 0.84685 -1.58120 -4.05804 -0.283
C -0.41227 -1.52267 -3.50362 0.192
O -1.52825 -2.30015 -3.80301 -0.505
C -2.50155 -1.92242 -2.84092 0.238
O -1.99202 -0.89897 -1.97276 -0.498
C -0.70290 -0.68164 -2.43613 0.277
C 0.24469 0.21016 -1.94660 -0.260
H 2.88106 -0.88360 -3.86463 0.244
H 1.07879 -2.28332 -4.85003 0.206
H -2.80621 -2.82950 -2.26705 0.150
H -3.39217 -1.52757 -3.35137 0.136
H -0.02929 0.93546 -1.17529 0.244
```

The value obtained for the calculated total energy is -122338.1053 eV. As for the total charge: -2. The spin multiplicity is 1. Its energy above the lowest of the compared OMol25 structures with the same formula, charge and spin is 0.0 kcal/mol. The calculation puts the HOMO-LUMO gap at 0.219 hartree.


[2]
Here is the molecule C6H10 at a distorted geometry from the Open Molecules 2025 dataset. Energies are from ωB97M-V/def2-TZVPD.

```
16
Properties=species:S:1:pos:R:3:nbo_charge:R:1
C 0.16108 0.38826 2.23846 -0.711
C -0.90437 0.73286 1.14498 -0.075
C -0.24263 0.95454 -0.22028 -0.215
C 1.12301 0.82449 -1.45359 -0.249
C 0.41254 -0.22915 -0.89905 -0.327
C -0.52773 -1.15160 -1.74517 -0.587
H 0.39196 1.19311 3.02855 0.243
H -0.07785 -0.55901 2.88296 0.215
H 1.20168 0.14215 1.93726 0.230
H -1.78531 0.07747 1.04996 0.236
H -0.82983 1.62906 -0.89214 0.231
H 2.22325 0.78431 -1.23178 0.145
H 0.90397 -0.75408 -0.03150 0.200
H 0.31417 -1.79146 -2.24031 0.230
H -1.22387 -1.69998 -1.12559 0.207
H -1.14006 -0.54099 -2.44275 0.226
```

The value obtained for the calculated total energy is -6375.5067 eV. The spin multiplicity is 1. Its energy above the lowest of the compared OMol25 structures with the same formula, charge and spin is 192.6 kcal/mol. The calculation puts the HOMO-LUMO gap at 0.214 hartree.


[3]
Here is a structure of composition C24H34CoNO5P2 at a distorted geometry from the Open Molecules 2025 dataset. Energies are from ωB97M-V/def2-TZVPD.

```
67
Properties=species:S:1:pos:R:3:nbo_charge:R:1
C -3.31958 -0.48232 -2.81138 -0.254
C -2.41994 0.19930 -1.98571 0.277
N -1.91490 -0.41838 -0.90056 -0.574
C -2.26505 -1.66968 -0.56235 0.269
C -3.10941 -2.41168 -1.38985 -0.249
C -3.65020 -1.80406 -2.51899 -0.132
C -1.93296 1.59264 -2.27401 -0.817
P -0.34208 1.87516 -1.39893 0.911
Co -0.64376 0.61722 0.33790 1.140
P -1.19218 -0.79226 1.82734 0.969
C -1.72542 -2.19641 0.74039 -0.766
C 0.48120 1.76149 1.47557 -0.385
C 1.76749 2.04233 1.00100 -0.231
C 2.68707 2.72771 1.81357 -0.196
C 2.29825 3.16732 3.08491 -0.238
C 0.98820 2.95596 3.52600 -0.173
C 0.07947 2.24221 2.72650 -0.313
O -3.57928 3.63128 -1.41908 -0.958
O -2.19009 3.90900 0.82946 -0.986
H -3.72285 0.04228 -3.67599 0.228
H -3.32453 -3.44502 -1.11841 0.229
H -4.31734 -2.36434 -3.17564 0.228
C 0.83262 1.16118 -2.58184 -0.945
C 0.00902 3.65038 -1.38751 -0.961
H -2.47329 -2.79974 1.27543 0.235
H -0.84018 -2.82823 0.55952 0.286
H -2.67476 2.37798 -1.93589 0.333
H -1.74983 1.71904 -3.35227 0.235
C 0.03600 -1.61863 2.88147 -0.957
C -2.65628 -0.54901 2.86723 -0.961
H 2.05997 1.69932 0.00562 0.209
H 3.69841 2.91254 1.45016 0.214
H 3.01482 3.67953 3.73637 0.214
H 0.66438 3.31942 4.50278 0.200
H -0.93291 2.05682 3.09436 0.192
H -1.91502 3.03692 1.20115 0.513
H -1.68159 4.58421 1.31496 0.497
H -3.22181 3.84529 -0.51370 0.516
H -4.44906 3.22033 -1.29902 0.475
H -1.77154 1.02723 1.12423 -0.324
H 0.75899 1.69548 -3.53765 0.219
H 1.84455 1.24776 -2.17436 0.249
H 0.60356 0.09838 -2.72691 0.265
H -0.07417 4.07462 -2.39859 0.235
H -0.70386 4.14644 -0.71209 0.267
H 1.02776 3.80307 -1.00422 0.257
H -2.96409 -1.49578 3.33202 0.232
H -2.40554 0.19723 3.63116 0.247
H -3.45621 -0.15824 2.22681 0.247
H -0.42145 -2.37926 3.53896 0.224
H 0.81295 -2.09967 2.26869 0.282
H 0.54198 -0.86053 3.48890 0.259
O 1.48530 -3.06455 -2.29339 -0.730
C 2.60782 -3.42838 -1.66639 0.440
C 3.35347 -4.55035 -2.11188 -0.331
C 4.50241 -4.94040 -1.42285 -0.178
C 4.92841 -4.24000 -0.28720 -0.288
C 4.20449 -3.13073 0.13778 -0.142
C 3.05698 -2.69626 -0.51691 -0.297
C 2.27665 -1.50694 0.01019 0.779
O 2.67255 -0.87927 1.00471 -0.696
O 1.18050 -1.26903 -0.65433 -0.843
H 1.15952 -2.23514 -1.71915 0.498
H 3.00137 -5.09633 -2.99214 0.215
H 5.07416 -5.80089 -1.77802 0.206
H 5.81296 -4.53658 0.27321 0.208
H 4.51788 -2.56900 1.00887 0.228
```

The value obtained for the calculated total energy is -93368.7639 eV. The spin multiplicity is 5. As for the expectation value of S²: 6.02. Its energy above the lowest of the compared OMol25 structures with the same formula, charge and spin is 0.0 kcal/mol. The calculation puts the HOMO-LUMO gap (spin up / spin down) at 0.244 / 0.219 hartree.


[4]
Here is the molecule C5H6O2 from the Open Molecules 2025 dataset. Energies are from ωB97M-V/def2-TZVPD.

```
13
Properties=species:S:1:pos:R:3:nbo_charge:R:1
C 2.84723 0.53763 0.11575 -0.115
C 1.77749 0.02013 -0.08466 -0.143
C 0.56241 -0.70683 -0.42061 0.500
O 0.58686 -1.54497 -1.30249 -0.510
C -0.73724 -0.44964 0.33927 0.015
C -1.22870 0.98998 0.18681 -0.621
O -1.70549 -1.34064 -0.13441 -0.710
H 3.80651 0.98325 0.27451 0.243
H -0.53267 -0.64546 1.40558 0.188
H -2.20104 1.07150 0.68129 0.230
H -1.36808 1.23464 -0.87088 0.216
H -0.54138 1.71118 0.64036 0.216
H -1.26589 -1.86077 -0.83051 0.491
```

The value obtained for the calculated total energy is -9374.9382 eV. The spin multiplicity is 1. Its energy above the lowest of the compared OMol25 structures with the same formula, charge and spin is 49.8 kcal/mol. The calculation puts the HOMO-LUMO gap at 0.387 hartree.